# 1
{
  "formula": "C6H12I2N2",
  "method": "wB97M-V/def2-TZVPD",
  "multiplicity": 1,
  "energy_ha": -939.92212,
  "total_charge": 2,
  "homo_ha": -0.55938,
  "relative_energy_kj_mol": 292.48,
  "lumo_ha": -0.3893,
  "elements": ["I", "I", "N", "N", "C", "C", "C", "C", "C", "C", "H", "H", "H", "H", "H", "H", "H", "H", "H", "H", "H", "H"],
  "coordinates": [[3.338, 0.129, -0.302], [-2.172, 2.207, 1.094], [-1.077, -2.506, 0.000], [0.710, 1.618, -0.920], [0.395, -0.887, -0.870], [1.041, 0.471, -0.759], [1.260, 2.896, -1.108], [-0.926, -1.045, -0.142], [-0.800, 0.779, 1.728], [-0.646, -0.567, 1.340], [1.149, -1.535, -0.439], [-0.276, 1.134, 2.598], [-1.204, -3.017, -0.850], [-1.268, -1.224, 2.138], [0.334, -0.933, 1.606], [-1.855, -0.583, -0.540], [0.288, -1.268, -2.006], [2.189, 3.042, -0.787], [-1.999, -2.753, 0.516], [-0.339, -2.891, 0.665], [1.268, 3.130, -2.224], [0.593, 3.804, -0.736]]
}



# 2
{
  "formula": "C6H12MnO4",
  "method": "wB97M-V/def2-TZVPD",
  "multiplicity": 6,
  "energy_ha": -1687.56892,
  "total_charge": 0,
  "homo_ha": [-0.23843, -0.26846],
  "s_squared": 8.7701,
  "lumo_ha": [-0.0146, -0.0145],
  "elements": ["Mn", "O", "O", "O", "O", "C", "C", "C", "C", "C", "C", "H", "H", "H", "H", "H", "H", "H", "H", "H", "H", "H", "H"],
  "coordinates": [[-2.239, -0.104, 0.696], [-2.389, -0.384, 2.777], [0.998, -4.978, 0.887], [-4.069, -0.658, 0.665], [-0.692, -1.459, 0.617], [-0.338, -0.389, 1.545], [-3.352, -1.430, 2.849], [2.181, -5.239, 1.013], [-4.508, -1.004, 1.939], [-0.959, -0.680, 2.886], [0.159, -3.131, 0.774], [1.164, -2.691, 0.813], [2.931, -4.432, 1.092], [-0.542, -0.028, 3.668], [-2.905, -2.368, 2.477], [-5.028, -0.156, 2.433], [-3.688, -1.587, 3.888], [0.752, -0.247, 1.621], [-5.233, -1.842, 1.916], [-0.385, -3.426, 1.681], [2.490, -6.282, 1.197], [-0.876, -1.734, 3.214], [-0.166, -3.434, -0.228]]
}



# 3
{
  "formula": "C6H12N",
  "method": "wB97M-V/def2-TZVPD",
  "multiplicity": 1,
  "energy_ha": -290.21992,
  "total_charge": 1,
  "homo_ha": -0.58833,
  "smiles": "C[C@H]1C[C@H]2C[N@+]21C",
  "relative_energy_kj_mol": 267.77,
  "lumo_ha": -0.0978,
  "elements": ["N", "C", "C", "C", "C", "C", "C", "H", "H", "H", "H", "H", "H", "H", "H", "H", "H", "H", "H"],
  "coordinates": [[0.676, 0.216, 0.071], [-0.802, -1.312, 0.554], [0.899, -0.600, -1.074], [1.686, 1.173, 0.475], [-0.871, 0.195, 0.510], [-1.870, 0.841, -0.445], [0.647, -1.228, 0.214], [-1.559, 0.414, -1.376], [1.328, 2.130, 0.441], [1.901, 0.889, 1.560], [-2.962, 0.509, -0.395], [-0.856, -1.794, 1.581], [-1.928, 2.011, -0.538], [0.090, -0.611, -1.700], [-1.391, -1.924, -0.204], [2.565, 0.988, -0.299], [1.847, -0.697, -1.616], [1.510, -1.706, 0.728], [-0.910, 0.506, 1.513]]
}



# 4
{
  "formula": "C6H12N",
  "method": "wB97M-V/def2-TZVPD",
  "multiplicity": 1,
  "energy_ha": -290.15749,
  "total_charge": 1,
  "homo_ha": -0.47712,
  "relative_energy_kj_mol": 431.67,
  "lumo_ha": -0.1277,
  "elements": ["N", "C", "C", "C", "C", "C", "C", "H", "H", "H", "H", "H", "H", "H", "H", "H", "H", "H", "H"],
  "coordinates": [[0.503, 1.837, 0.877], [1.367, 0.866, 0.233], [-1.032, -2.171, -0.367], [-0.598, -0.759, -0.391], [-0.774, 0.278, -1.456], [1.061, -0.532, 0.531], [-1.426, 0.465, -0.342], [1.144, 0.902, -0.800], [0.949, 2.729, 0.899], [2.410, 1.192, 0.230], [1.642, -1.299, 0.040], [-2.258, 0.680, 0.275], [-0.411, 0.504, -2.475], [0.470, 1.678, 1.876], [-0.155, -2.910, -0.380], [-1.664, -2.416, -1.239], [-0.439, 1.858, 0.492], [-1.596, -2.271, 0.474], [0.806, -0.632, 1.522]]
}



# 5
{
  "formula": "C6H12N",
  "method": "wB97M-V/def2-TZVPD",
  "multiplicity": 1,
  "energy_ha": -290.17724,
  "total_charge": 1,
  "homo_ha": -0.46470,
  "relative_energy_kj_mol": 379.82,
  "lumo_ha": -0.2735,
  "elements": ["N", "C", "C", "C", "C", "C", "C", "H", "H", "H", "H", "H", "H", "H", "H", "H", "H", "H", "H"],
  "coordinates": [[2.348, -0.224, 0.540], [-0.574, 0.321, 1.567], [-2.482, -1.223, -0.233], [-0.542, 0.377, 0.189], [-1.451, -0.196, -0.664], [0.614, 1.064, -0.605], [1.870, 0.187, -0.781], [-2.287, -1.285, 0.773], [2.656, 0.745, -1.302], [1.652, -0.532, 1.202], [1.703, -0.638, -1.462], [0.798, 2.075, -0.112], [-2.405, -2.313, -0.600], [-1.374, -0.166, -1.730], [-3.484, -1.070, -0.589], [3.205, -0.700, 0.639], [-1.471, -0.184, 1.859], [-0.208, 1.029, 2.312], [0.165, 1.416, -1.613]]
}



# 6
{
  "formula": "C6H12N2",
  "method": "wB97M-V/def2-TZVPD",
  "multiplicity": 1,
  "energy_ha": -345.30405,
  "total_charge": 0,
  "homo_ha": -0.31309,
  "smiles": "Cc1c[nH]cn1.CC",
  "relative_energy_kj_mol": 62.52,
  "lumo_ha": 0.0349,
  "elements": ["N", "N", "C", "C", "C", "C", "C", "C", "H", "H", "H", "H", "H", "H", "H", "H", "H", "H", "H", "H"],
  "coordinates": [[0.873, 1.114, -1.695], [2.766, 1.354, -0.647], [2.291, 0.096, -0.305], [1.848, 1.932, -1.513], [-1.772, -0.164, 2.115], [-2.546, -0.706, 0.917], [1.111, -0.051, -1.012], [0.145, -1.153, -1.180], [-0.757, 0.153, 1.839], [2.857, -0.458, 0.425], [-0.847, -0.704, -0.983], [-2.220, 0.777, 2.460], [0.249, -2.001, -0.503], [1.904, 2.940, -1.884], [-1.603, -0.824, 2.968], [3.683, 1.745, -0.516], [-3.458, -0.170, 0.686], [0.112, -1.410, -2.247], [-2.735, -1.770, 1.049], [-1.900, -0.699, 0.024]]
}



# 7
{
  "formula": "C6H12N2",
  "method": "wB97M-V/def2-TZVPD",
  "multiplicity": 1,
  "energy_ha": -345.11407,
  "total_charge": 0,
  "homo_ha": -0.30997,
  "relative_energy_kj_mol": 561.30,
  "lumo_ha": 0.0382,
  "elements": ["N", "N", "C", "C", "C", "C", "C", "C", "H", "H", "H", "H", "H", "H", "H", "H", "H", "H", "H", "H"],
  "coordinates": [[-2.039, 0.250, 1.162], [-1.502, -0.687, 0.273], [2.140, 0.707, -1.824], [2.678, 0.881, 0.783], [-0.208, -0.975, 0.250], [0.050, -2.182, -0.693], [-2.540, 1.410, 0.419], [2.445, 0.706, -0.650], [2.018, 0.228, -2.768], [-2.752, 2.188, 1.285], [0.504, -2.990, -0.058], [0.622, -1.905, -1.535], [-1.209, 0.515, 1.757], [-3.470, 1.107, -0.077], [-2.215, -1.150, -0.375], [-0.908, -2.729, -1.082], [1.922, 0.380, 1.286], [2.433, 1.866, 1.181], [-1.759, 1.774, -0.294], [3.790, 0.604, 0.960]]
}



# 8
{
  "formula": "C6H12N2",
  "method": "wB97M-V/def2-TZVPD",
  "multiplicity": 1,
  "energy_ha": -345.14494,
  "total_charge": 0,
  "homo_ha": -0.30475,
  "smiles": "C=C=C(C)C.[H]/N=N/C",
  "relative_energy_kj_mol": 480.26,
  "lumo_ha": 0.0358,
  "elements": ["N", "N", "C", "C", "C", "C", "C", "C", "H", "H", "H", "H", "H", "H", "H", "H", "H", "H", "H", "H"],
  "coordinates": [[-1.420, -0.391, 0.771], [-2.096, 0.436, 1.394], [1.512, -0.956, -0.800], [-2.210, -0.914, -0.300], [0.445, 1.318, -0.627], [1.032, 0.264, -0.076], [1.467, 0.132, 1.411], [-0.163, 2.315, -1.076], [1.176, 1.084, 1.892], [1.023, -0.687, 1.890], [0.827, -1.777, -0.533], [-2.782, -1.696, 0.038], [0.307, 2.929, -1.903], [2.560, 0.139, 1.651], [-1.076, 2.584, -0.737], [-1.739, -1.290, -1.214], [-1.424, 0.669, 2.103], [2.619, -1.254, -0.528], [-2.825, -0.248, -0.773], [1.495, -0.884, -1.960]]
}



# 9
{
  "formula": "C6H12N2",
  "method": "wB97M-V/def2-TZVPD",
  "multiplicity": 1,
  "energy_ha": -345.23986,
  "total_charge": 0,
  "homo_ha": -0.23485,
  "smiles": "C/C(N)=C(C)/C=C/N",
  "relative_energy_kj_mol": 231.06,
  "lumo_ha": 0.0370,
  "elements": ["N", "N", "C", "C", "C", "C", "C", "C", "H", "H", "H", "H", "H", "H", "H", "H", "H", "H", "H", "H"],
  "coordinates": [[0.500, 1.308, 1.246], [2.679, -1.066, 0.057], [1.385, -0.859, -0.384], [0.249, -1.453, 0.198], [-0.780, -0.513, 0.189], [-0.800, 1.871, -0.729], [-0.197, 0.785, 0.126], [-2.232, -0.829, -0.019], [-2.852, -0.370, 0.757], [-1.621, 2.377, -0.209], [0.223, -2.443, 0.651], [2.799, -1.676, 0.853], [-0.050, 2.633, -0.965], [1.330, -0.425, -1.375], [1.293, 1.885, 0.980], [-1.185, 1.473, -1.670], [-2.408, -1.908, -0.005], [-2.594, -0.465, -0.987], [0.818, 0.574, 1.868], [3.443, -0.899, -0.582]]
}



# 10
{
  "formula": "C6H12N2",
  "method": "wB97M-V/def2-TZVPD",
  "multiplicity": 1,
  "energy_ha": -345.31605,
  "total_charge": 0,
  "homo_ha": -0.31490,
  "smiles": "Cc1c[nH]cn1.CC",
  "relative_energy_kj_mol": 31.01,
  "lumo_ha": 0.0300,
  "elements": ["N", "N", "C", "C", "C", "C", "C", "C", "H", "H", "H", "H", "H", "H", "H", "H", "H", "H", "H", "H"],
  "coordinates": [[-0.331, -2.033, -0.912], [1.866, -2.213, -0.968], [2.526, -0.502, 0.738], [-2.384, 2.079, 0.700], [0.748, -2.641, -1.471], [0.164, -1.166, 0.027], [-1.056, 2.054, -0.057], [1.516, -1.302, 0.014], [-1.324, 1.879, -1.098], [0.611, -3.454, -2.165], [3.498, -0.992, 0.836], [2.840, 0.383, 0.175], [-0.412, -0.538, 0.678], [-3.084, 1.286, 0.451], [2.205, -0.201, 1.735], [-0.668, 3.075, -0.110], [-0.259, 1.385, 0.226], [-2.886, 3.025, 0.512], [-2.254, 1.999, 1.782], [-1.316, -2.122, -1.092]]
}